DFT (ωB97M-V/def2-TZVPD) results for a molecular structure, C23H23P2Ru in a non-equilibrium geometry.

The geometry in XYZ format:
```
49
Properties=species:S:1:pos:R:3:mulliken_spin:R:1
C -0.380 1.414 -1.680 0.34
C -0.171 2.251 -0.534 -0.05
C -1.218 1.994 0.394 0.36
C -2.101 1.023 -0.156 -0.01
C -1.564 0.605 -1.418 0.30
Ru 1.169 -2.453 0.542 2.68
P 2.484 -1.007 -0.374 0.03
H 0.229 1.380 -2.587 0.00
H 0.660 2.932 -0.351 0.00
H -1.383 2.532 1.326 0.04
H -1.954 -0.208 -2.048 0.00
H -2.917 0.550 0.383 0.00
H 3.291 -0.250 0.499 0.00
H 1.905 -0.032 -1.237 0.02
H 3.473 -1.592 -1.211 0.03
C 3.936 -3.469 4.413 0.01
C 3.562 -3.797 3.108 -0.01
C 2.374 -3.269 2.593 0.01
C 1.639 -2.350 3.343 0.07
C 2.050 -1.952 4.622 0.01
C 3.173 -2.570 5.168 0.02
P 0.414 -1.451 2.329 0.03
C -0.951 -2.623 2.108 0.06
C -1.044 -3.053 0.769 -0.14
C -1.785 -4.215 0.475 -0.01
C -2.453 -4.868 1.505 -0.01
C -2.352 -4.427 2.828 0.02
C -1.573 -3.315 3.151 0.00
C -0.231 0.060 3.046 0.00
C -1.564 0.124 3.496 0.03
C -1.993 1.217 4.247 -0.01
C -1.123 2.283 4.500 0.02
C 0.150 2.289 3.913 0.00
C 0.589 1.200 3.163 0.05
H 4.854 -3.889 4.833 0.00
H 4.195 -4.406 2.460 0.00
H 2.106 -3.570 1.539 -0.03
H 1.519 -1.157 5.146 0.00
H 3.478 -2.316 6.181 0.00
H -0.562 -2.459 -0.078 0.11
H -1.780 -4.566 -0.553 0.01
H -3.063 -5.743 1.298 0.00
H -2.849 -4.951 3.642 0.00
H -1.405 -2.988 4.178 0.00
H -2.255 -0.681 3.251 0.00
H -3.018 1.246 4.623 0.00
H -1.449 3.119 5.128 0.00
H 0.797 3.158 4.033 0.00
H 1.552 1.223 2.655 0.00
```

Computed properties:
- <S²>: 6.031
- Total charge: +1
- Energy above the lowest of the compared OMol25 structures with the same formula, charge and spin: 0.088 eV
- HOMO energy (alpha / beta): -9.54 / -10.60 eV
- LUMO (alpha / beta): -0.1021 / -0.1657 hartree
- Multiplicity: 5